The following is a quantum chemistry calculation of one molecule with the formula C4H6INOS in a non-equilibrium geometry, from the Open Molecules 2025 dataset.

E ... -981.75154 a.u.
Net charge ... 0
Kohn-Sham gap (alpha / beta) ... 6.471 / 7.664 eV
Energy above the lowest of the compared OMol25 structures with the same formula, charge and spin ... 4.0515 eV

Each line ends with the Löwdin charge.
CARTESIAN COORDINATES (ANGSTROEM)
C 0.93 2.19 -0.07  -0.5563
C -0.99 0.48 0.79  -0.3828
C 0.03 -0.67 0.43  -0.6733
C -0.41 -1.21 -0.92  -0.1269
N 1.36 -0.24 0.78  -0.5342
O 1.92 2.80 -0.18  0.0941
S -0.69 1.93 -0.33  0.9764
I 2.94 -0.99 -0.25  0.6973
H -1.97 0.03 0.40  0.0921
H -1.02 0.86 1.81  0.0810
H -0.42 -1.31 1.25  0.1414
H 0.02 -2.13 -1.21  0.0431
H -0.17 -0.44 -1.65  0.0585
H -1.53 -1.30 -0.85  0.0894